C18H45F4KN2O20P3S4 | the ωB97M-V functional and the def2-TZVPD basis

Highest occupied orbital energy, eV: -7.0
Charge: -1
Energy above the lowest of the compared OMol25 structures with the same formula, charge and spin, eV: 9.798
Gap between HOMO and LUMO, eV: 7.26
LUMO level, eV: 0.2586

Element x y z (Å)
K1 3.28 -1.12 1.91
N1 7.86 -1.08 2.47
S1 8.55 -0.88 1.11
O1 9.67 -1.81 0.96
O2 8.34 0.32 0.33
F1 7.36 -1.59 0.29
S2 8.65 0.27 3.19
O3 7.80 1.43 3.37
O4 10.11 0.38 3.09
F2 8.67 -0.29 4.67
N2 2.05 -4.81 4.95
S3 2.10 -4.45 6.66
O5 3.18 -4.89 7.43
O6 0.86 -4.11 7.39
F3 2.71 -2.97 6.37
S4 1.08 -5.89 5.10
O7 -0.29 -5.47 4.93
O8 1.31 -7.02 5.94
F4 1.44 -6.58 3.75
C1 -2.33 1.37 -6.73
C2 -1.92 2.47 -5.81
O9 -1.14 1.90 -4.76
P1 0.41 2.37 -4.37
O10 0.95 1.78 -3.12
O11 1.15 2.07 -5.80
C3 2.51 1.66 -5.98
C4 3.01 2.34 -7.24
O12 0.52 3.96 -4.41
C5 1.44 4.69 -3.66
C6 2.56 5.02 -4.58
H1 -3.02 0.70 -6.22
H2 -2.86 1.65 -7.64
H3 -1.41 0.81 -6.92
H4 -1.10 3.00 -6.29
H5 -2.64 3.22 -5.50
H6 3.02 2.07 -5.11
H7 2.58 0.59 -6.16
H8 3.03 3.42 -7.30
H9 4.02 2.04 -7.52
H10 2.46 1.96 -8.11
H11 0.83 5.45 -3.17
H12 1.92 4.05 -2.91
H13 2.23 5.63 -5.43
H14 3.31 5.61 -4.06
H15 3.01 4.22 -5.17
C7 -1.49 2.09 5.68
C8 -1.99 3.34 4.88
O13 -1.30 4.51 5.34
P2 0.12 4.92 4.71
O14 0.79 3.78 4.07
O15 -0.02 6.24 3.75
C9 -0.92 7.30 4.05
C10 -2.23 7.06 3.26
O16 0.95 5.51 5.94
C11 2.36 5.62 5.82
C12 2.80 6.88 6.49
H16 -0.52 1.86 5.24
H17 -1.50 2.11 6.77
H18 -2.22 1.32 5.45
H19 -1.84 3.22 3.81
H20 -3.07 3.44 5.04
H21 -1.09 7.48 5.11
H22 -0.56 8.23 3.61
H23 -3.10 7.34 3.85
H24 -2.03 7.61 2.34
H25 -2.29 6.00 2.99
H26 2.81 4.68 6.14
H27 2.67 5.68 4.78
H28 2.03 7.61 6.25
H29 2.92 6.71 7.56
H30 3.77 7.19 6.08
C13 -6.81 -7.99 -4.88
C14 -5.92 -8.04 -3.65
O17 -4.97 -7.08 -3.72
P3 -4.15 -6.76 -2.29
O18 -3.11 -7.72 -1.79
O19 -5.37 -6.58 -1.28
C15 -5.15 -6.00 0.01
C16 -4.85 -4.44 -0.08
O20 -3.58 -5.29 -2.59
C17 -2.24 -5.01 -3.03
C18 -1.22 -5.35 -1.99
H31 -7.32 -7.03 -4.86
H32 -6.28 -8.04 -5.84
H33 -7.48 -8.84 -4.79
H34 -6.58 -7.92 -2.80
H35 -5.52 -9.05 -3.66
H36 -6.17 -6.15 0.38
H37 -4.45 -6.58 0.62
H38 -4.89 -3.83 0.82
H39 -3.82 -4.20 -0.31
H40 -5.47 -3.78 -0.68
H41 -1.95 -5.50 -3.96
H42 -2.10 -3.95 -3.22
H43 -0.97 -6.41 -1.86
H44 -0.39 -4.82 -2.44
H45 -1.54 -4.87 -1.06

---

C3H5NO2 | the ωB97M-V functional and the def2-TZVPD basis

Highest occupied orbital energy, eV: -10.6
SMILES string: [H]/N=C/OC(C)=O
Charge: 0
Energy above the lowest of the compared OMol25 structures with the same formula, charge and spin, eV: 1.012
Gap between HOMO and LUMO, eV: 11.47
LUMO level, eV: 0.8258

Element x y z (Å)
C1 0.42 -1.02 -0.87
C2 1.04 0.32 -0.64
O1 1.75 0.95 -1.37
O2 0.78 0.85 0.65
C3 -0.48 0.82 1.16
N1 -1.48 0.41 0.51
H1 0.68 -1.69 -0.03
H2 -0.67 -0.86 -0.81
H3 0.76 -1.43 -1.82
H4 -0.48 1.23 2.17
H5 -2.34 0.42 1.04

---

C30H22N5O6S | the ωB97M-V functional and the def2-TZVPD basis

Highest occupied orbital energy, eV: -4.1
SMILES string: Cc1ccc(S(=O)(=O)N2c3cc([N+](=O)[O-])ccc3C(=[N+]([O-])[O-])[C@H]2[C@H](C#N)N=C(c2ccccc2)c2ccccc2)cc1
Charge: -1
Gap between HOMO and LUMO, eV: 6.26
LUMO level, eV: 2.1772

Element x y z (Å)
C1 0.78 7.00 -0.60
C2 -0.34 6.72 0.21
C3 -0.73 5.39 0.40
C4 0.00 4.35 -0.17
C5 -0.31 2.92 0.07
N1 0.20 2.14 -0.82
C6 0.17 0.70 -0.86
C7 -0.17 0.34 -2.23
N2 -0.51 0.10 -3.32
C8 -1.12 2.54 1.27
C9 -0.88 3.13 2.51
C10 -1.60 2.74 3.64
C11 -2.60 1.77 3.53
C12 -2.89 1.21 2.28
C13 -2.14 1.58 1.17
C14 1.06 4.64 -1.05
C15 1.47 5.96 -1.25
H1 1.11 8.03 -0.74
H2 -0.89 7.52 0.70
H3 -1.62 5.15 0.99
H4 -0.55 0.26 -0.16
H5 -0.12 3.91 2.57
H6 -1.37 3.22 4.60
H7 -3.15 1.44 4.42
H8 -3.69 0.47 2.16
H9 -2.36 1.13 0.20
H10 1.57 3.83 -1.56
H11 2.32 6.13 -1.90
C16 -3.96 -4.60 0.59
C17 -2.73 -3.83 0.94
C18 -1.62 -4.48 1.51
C19 -0.44 -3.78 1.78
C20 -0.38 -2.41 1.49
S1 1.16 -1.53 1.59
O1 0.98 -0.21 2.17
O2 2.15 -2.44 2.10
N3 1.46 -1.15 -0.06
C21 1.90 -2.07 -1.01
C22 1.93 -3.44 -0.94
C23 2.41 -4.15 -2.04
N4 2.14 -5.55 -2.12
O3 2.46 -6.19 -3.15
O4 1.58 -6.09 -1.13
C24 2.99 -3.47 -3.15
C25 3.08 -2.08 -3.16
C26 2.47 -1.36 -2.11
C27 2.33 0.01 -1.82
N5 3.05 1.03 -2.42
O5 3.64 0.81 -3.51
O6 3.10 2.15 -1.85
C28 1.54 0.22 -0.56
C29 -1.53 -1.74 1.10
C30 -2.67 -2.45 0.73
H12 -4.67 -3.96 0.06
H13 -3.72 -5.46 -0.06
H14 -4.45 -4.99 1.48
H15 -1.67 -5.55 1.74
H16 0.42 -4.29 2.20
H17 1.52 -3.96 -0.09
H18 3.35 -4.09 -3.98
H19 3.58 -1.54 -3.95
H20 2.06 0.88 0.16
H21 -1.56 -0.65 1.10
H22 -3.53 -1.93 0.29

---

C6H13N2S | the ωB97M-V functional and the def2-TZVPD basis

Highest occupied orbital energy, eV: -12.8
Charge: +1
Energy above the lowest of the compared OMol25 structures with the same formula, charge and spin, eV: 2.443
Gap between HOMO and LUMO, eV: 9.52
LUMO level, eV: -3.2790

Element x y z (Å)
C1 1.81 0.52 0.23
C2 -0.09 0.35 0.82
C3 3.30 0.67 -0.09
C4 -1.93 -1.22 0.82
C5 -1.18 -0.54 -1.40
C6 -1.32 -0.09 0.02
N1 0.85 1.34 -0.02
N2 1.15 -0.52 0.81
S1 -2.34 1.48 -0.01
H1 -0.30 0.72 1.82
H2 3.85 1.00 0.80
H3 3.47 1.46 -0.91
H4 3.75 -0.38 -0.26
H5 -2.08 -0.79 1.95
H6 -1.18 -2.01 0.59
H7 -2.89 -1.67 0.44
H8 -0.46 -1.31 -1.42
H9 -2.17 -0.87 -1.60
H10 -0.99 0.19 -2.14
H11 0.77 2.30 -0.36
H12 1.28 -1.55 0.80
H13 -3.30 0.89 -0.88

---

C19H25N6O2PdS2Si | the ωB97M-V functional and the def2-TZVPD basis

Highest occupied orbital energy (alpha / beta), eV: -4.9 / -5.1
Charge: -1
Multiplicity: 3
Energy above the lowest of the compared OMol25 structures with the same formula, charge and spin, eV: 0.000
Gap between HOMO and LUMO (alpha / beta), eV: 6.82 / 6.43
LUMO level (alpha / beta), eV: 1.9181 / 1.3660

Element x y z (Å)
Pd1 1.05 -15.20 -2.77
S1 2.92 -16.74 -2.53
C1 3.35 -15.09 -2.79
S2 2.85 -14.36 -4.30
C2 3.87 -14.32 -1.75
C3 4.35 -12.99 -1.91
N1 4.80 -11.92 -2.02
C4 4.15 -14.91 -0.48
N2 4.34 -15.41 0.53
C5 0.18 -11.89 -3.25
N3 -0.74 -12.39 -2.27
C6 -2.12 -12.43 -2.75
C7 -2.96 -13.33 -1.85
C8 -2.58 -13.17 -0.41
N4 -1.17 -13.44 -0.24
C9 -0.75 -13.93 1.05
C10 -0.26 -12.99 -1.14
O1 0.96 -13.09 -0.94
H1 0.17 -12.53 -4.16
H2 1.22 -11.90 -2.92
H3 -0.14 -10.91 -3.59
H4 -2.17 -12.76 -3.79
H5 -2.49 -11.38 -2.77
H6 -2.76 -14.37 -2.12
H7 -4.04 -13.16 -1.99
H8 -3.15 -13.89 0.23
H9 -2.83 -12.16 -0.05
H10 -1.14 -14.92 1.24
H11 -1.12 -13.25 1.82
H12 0.33 -13.95 1.10
C11 -0.54 -14.84 -6.78
Si1 -0.86 -16.10 -5.37
C12 -2.74 -16.33 -5.45
C13 0.00 -17.71 -5.89
O2 -0.63 -15.66 -3.87
H13 -0.79 -15.31 -7.75
H14 0.48 -14.53 -6.83
H15 -1.10 -13.91 -6.66
H16 -3.14 -16.82 -6.35
H17 -3.17 -15.35 -5.32
H18 -2.99 -16.93 -4.58
H19 -0.33 -18.03 -6.88
H20 -0.29 -18.47 -5.16
H21 1.08 -17.65 -5.81
N5 0.42 -21.69 1.02
C14 0.28 -20.60 0.73
C15 0.14 -19.23 0.31
C16 0.94 -18.23 0.83
C17 0.93 -17.00 0.20
N6 0.13 -16.71 -0.82
C18 -0.70 -17.65 -1.24
C19 -0.69 -18.92 -0.75
H22 1.63 -18.45 1.67
H23 1.58 -16.20 0.57
H24 -1.32 -17.37 -2.06
H25 -1.35 -19.68 -1.15

---

C21H18BrCaCl4N2O2Si | the ωB97M-V functional and the def2-TZVPD basis

Highest occupied orbital energy, eV: -3.9
Charge: -1
Gap between HOMO and LUMO, eV: 5.17
LUMO level, eV: 1.2808

Element x y z (Å)
Ca1 -0.85 0.37 -0.69
Cl1 0.94 -4.90 -5.02
C1 0.66 -3.31 -4.37
C2 0.97 -2.18 -5.10
Cl2 1.66 -2.33 -6.68
C3 0.73 -0.91 -4.55
Cl3 1.13 0.52 -5.44
C4 0.17 -0.74 -3.28
O1 -0.05 0.43 -2.75
C5 -0.15 -1.92 -2.52
O2 -0.66 -1.77 -1.32
C6 0.10 -3.17 -3.08
Cl4 -0.28 -4.57 -2.13
Br1 6.72 1.17 0.59
C7 4.89 0.70 0.75
C8 4.42 0.26 1.98
C9 3.08 -0.08 2.09
C10 2.23 0.03 1.00
C11 2.72 0.49 -0.22
C12 4.06 0.82 -0.35
N1 0.86 -0.29 1.10
C13 0.53 -1.44 1.53
C14 -0.89 -1.86 1.65
C15 -1.18 -3.14 2.09
C16 -2.51 -3.52 2.20
C17 -3.49 -2.60 1.87
C18 -3.10 -1.34 1.43
N2 -1.84 -0.98 1.32
H1 5.08 0.19 2.83
H2 2.68 -0.40 3.05
H3 2.06 0.57 -1.08
H4 4.44 1.16 -1.30
H5 1.28 -2.18 1.81
H6 -0.38 -3.83 2.33
H7 -2.78 -4.51 2.53
H8 -4.54 -2.85 1.94
H9 -3.84 -0.59 1.15
C19 -0.25 4.13 0.98
Si1 -1.75 3.00 0.58
C20 -2.44 2.69 2.36
C21 -3.02 4.29 -0.07
H10 -0.54 4.98 1.62
H11 0.19 4.53 0.07
H12 0.53 3.58 1.51
H13 -2.56 3.62 2.92
H14 -1.77 2.03 2.93
H15 -3.42 2.19 2.32
H16 -3.13 5.12 0.64
H17 -4.00 3.84 -0.22
H18 -2.70 4.70 -1.03

---

C28H56N2O9PS | the ωB97M-V functional and the def2-TZVPD basis

Highest occupied orbital energy, eV: -11.2
Charge: +1
Gap between HOMO and LUMO, eV: 8.58
LUMO level, eV: -2.5874

Element x y z (Å)
P1 0.45 -0.03 -0.77
C1 -0.19 1.72 -0.51
C2 -1.04 2.16 -1.78
S1 -2.54 3.04 -1.11
C3 -3.63 1.62 -0.78
N1 -4.67 1.13 -1.46
N2 -5.04 0.04 -0.72
C4 -4.23 -0.12 0.34
O1 -3.29 0.93 0.34
H1 1.33 -0.02 -1.88
H2 1.22 -0.46 0.35
H3 -0.60 -0.97 -0.96
H4 0.68 2.41 -0.43
H5 -0.79 1.67 0.44
H6 -0.48 2.77 -2.52
H7 -1.42 1.23 -2.30
H8 -4.26 -0.91 1.12
C5 -2.49 -0.13 3.55
C6 -1.45 -1.09 4.06
O2 -0.32 -1.09 3.61
C7 -1.86 -2.06 5.14
H9 -2.06 0.50 2.78
H10 -3.33 -0.69 3.12
H11 -2.84 0.50 4.37
H12 -2.67 -2.70 4.77
H13 -2.19 -1.51 6.02
H14 -1.01 -2.69 5.40
C8 -0.10 6.16 -3.52
C9 0.20 6.00 -2.05
O3 -0.46 5.26 -1.35
C10 1.35 6.80 -1.49
H15 -0.95 5.54 -3.79
H16 -0.35 7.20 -3.74
H17 0.77 5.85 -4.11
H18 1.16 7.86 -1.62
H19 2.28 6.51 -1.99
H20 1.45 6.58 -0.43
C11 4.65 -0.31 2.22
C12 5.08 -0.26 0.77
O4 5.37 0.79 0.23
C13 5.12 -1.57 0.02
H21 4.67 0.70 2.63
H22 3.64 -0.70 2.29
H23 5.35 -0.93 2.79
H24 4.13 -2.02 0.00
H25 5.84 -2.24 0.50
H26 5.45 -1.38 -1.00
C14 0.31 -4.64 -1.20
C15 0.50 -4.02 -2.56
O5 1.19 -3.03 -2.72
C16 -0.21 -4.67 -3.72
H27 0.88 -4.06 -0.46
H28 -0.74 -4.62 -0.92
H29 0.69 -5.66 -1.20
H30 -1.29 -4.66 -3.55
H31 0.14 -5.70 -3.83
H32 0.01 -4.13 -4.63
C17 -5.13 -5.30 -5.01
C18 -3.81 -5.59 -5.68
O6 -2.76 -5.53 -5.07
C19 -3.84 -5.95 -7.14
H33 -4.95 -5.06 -3.96
H34 -5.62 -4.46 -5.49
H35 -5.77 -6.19 -5.06
H36 -4.28 -5.13 -7.72
H37 -4.43 -6.86 -7.29
H38 -2.83 -6.13 -7.50
C20 4.44 -2.70 5.80
C21 5.86 -2.51 5.30
O7 6.09 -2.30 4.13
C22 6.96 -2.60 6.32
H39 3.75 -2.61 4.96
H40 4.33 -3.69 6.24
H41 4.20 -1.93 6.54
H42 6.96 -3.59 6.79
H43 6.83 -1.83 7.08
H44 7.92 -2.45 5.82
C23 -7.68 -1.74 1.25
C24 -7.23 -1.52 2.67
O8 -6.05 -1.49 2.96
C25 -8.30 -1.32 3.71
H45 -6.80 -1.87 0.61
H46 -8.28 -2.65 1.19
H47 -8.25 -0.88 0.90
H48 -8.93 -2.21 3.76
H49 -8.90 -0.44 3.47
H50 -7.83 -1.17 4.68
C26 5.79 7.68 -0.40
C27 5.19 7.86 -1.77
O9 4.22 7.23 -2.13
C28 5.86 8.85 -2.69
H51 5.22 6.93 0.15
H52 6.82 7.33 -0.49
H53 5.76 8.62 0.15
H54 6.89 8.56 -2.88
H55 5.83 9.85 -2.24
H56 5.32 8.88 -3.64

---

C6H11Cl | the ωB97M-V functional and the def2-TZVPD basis

Highest occupied orbital energy, eV: -8.9
Charge: 0
Energy above the lowest of the compared OMol25 structures with the same formula, charge and spin, eV: 1.882
Gap between HOMO and LUMO, eV: 9.84
LUMO level, eV: 0.9453

Element x y z (Å)
C1 0.25 0.33 -2.40
C2 0.85 0.46 -1.24
C3 1.94 1.32 -0.75
C4 -1.60 -0.85 2.10
C5 -1.12 -0.14 0.83
C6 0.12 -0.77 0.29
Cl1 -0.15 -2.32 -0.46
H1 -0.54 -0.37 -2.58
H2 0.55 0.93 -3.25
H3 1.76 1.64 0.27
H4 2.05 2.20 -1.38
H5 2.88 0.76 -0.77
H6 -1.80 -1.90 1.88
H7 -2.51 -0.39 2.48
H8 -0.83 -0.80 2.87
H9 -1.91 -0.18 0.08
H10 -0.91 0.91 1.06
H11 0.96 -0.82 0.97

---

C5H6Cl20INbOP | the ωB97M-V functional and the def2-TZVPD basis

Highest occupied orbital energy, eV: -5.0
Charge: -1
Gap between HOMO and LUMO, eV: 6.60
LUMO level, eV: 1.6220

Element x y z (Å)
O1 2.14 2.50 2.40
P1 1.53 1.56 1.45
Nb1 -1.08 1.90 1.33
I1 -0.88 4.69 1.37
H1 1.79 0.25 1.82
H2 2.15 1.65 0.20
H3 -1.31 1.71 3.16
H4 -2.88 1.89 1.05
H5 -0.78 1.73 -0.49
H6 -1.08 0.08 1.33
C1 0.48 9.07 -0.33
Cl1 -0.57 8.40 0.90
Cl2 1.97 9.65 0.41
Cl3 0.86 7.84 -1.51
Cl4 -0.32 10.43 -1.13
C2 3.20 -3.09 2.80
Cl5 4.26 -1.78 3.30
Cl6 4.07 -4.17 1.70
Cl7 2.68 -4.01 4.21
Cl8 1.82 -2.43 1.97
C3 4.20 -6.19 -2.15
Cl9 2.83 -5.30 -1.51
Cl10 3.80 -7.90 -2.25
Cl11 4.60 -5.59 -3.75
Cl12 5.58 -5.97 -1.08
C4 -5.21 0.39 -1.02
Cl13 -6.02 -0.78 -2.09
Cl14 -3.91 1.18 -1.90
Cl15 -6.39 1.60 -0.52
Cl16 -4.59 -0.44 0.38
C5 -2.56 -3.77 -2.00
Cl17 -3.54 -4.72 -3.13
Cl18 -3.09 -4.11 -0.36
Cl19 -0.87 -4.24 -2.17
Cl20 -2.76 -2.08 -2.34

---

C4H12N2S | the ωB97M-V functional and the def2-TZVPD basis

Highest occupied orbital energy (alpha / beta), eV: -8.2 / -8.2
SMILES string: CC(C)=S(=N)=N.C
Charge: 0
Energy above the lowest of the compared OMol25 structures with the same formula, charge and spin, eV: 4.844
Gap between HOMO and LUMO (alpha / beta), eV: 7.94 / 7.94
LUMO level (alpha / beta), eV: -0.2719 / -0.2718

Element x y z (Å)
C1 1.32 0.42 -1.72
C2 1.59 -1.18 0.33
C3 -2.17 -0.35 0.39
C4 1.34 0.17 -0.20
N1 0.78 1.12 2.20
N2 0.35 2.75 0.16
S1 0.52 1.31 0.67
H1 1.17 -0.53 -2.21
H2 0.63 1.23 -1.93
H3 2.23 0.89 -2.13
H4 1.71 -1.06 1.46
H5 2.65 -1.55 0.04
H6 1.01 -1.97 -0.04
H7 -1.15 -0.76 0.67
H8 -3.14 -0.96 0.63
H9 -2.22 -0.22 -0.74
H10 0.41 1.99 2.66
H11 0.38 2.53 -0.85
H12 -2.20 0.61 0.97

---

Values for electronic energy, eV, ordered as above
-161732.05429 -8776.68224 -62033.14143 -20240.03754 -66175.22467 -175597.75714 -71467.03563 -18920.67850 -276713.86038 -18153.17446